Formula: C6H15N3
Source: OMol25
Level of theory: ωB97M-V/def2-TZVPD

XYZ file:
```
24
Properties=species:S:1:pos:R:3:forces:R:3:nbo_charge:R:1
C -0.615 0.884 0.332 -0.133 0.208 0.435 0.265
H -0.634 -0.983 -1.988 0.170 -0.062 0.151 0.169
C 1.271 -0.712 -0.974 -0.207 -0.364 0.440 -0.439
C -0.215 -1.174 -0.986 0.139 0.116 -0.526 0.118
H 1.258 1.883 0.631 -0.072 -0.184 0.204 0.218
C -1.635 1.436 1.334 0.253 -0.238 -0.291 -0.603
H -2.630 1.387 0.897 -0.073 0.034 0.001 0.214
H 2.732 0.069 0.401 0.083 -0.115 0.118 0.215
H -1.629 0.856 2.253 -0.023 -0.095 0.136 0.200
C 1.687 -0.237 0.414 -0.210 -0.197 0.122 -0.402
H -1.147 -1.034 0.811 -0.081 -0.077 0.046 0.361
H 1.599 -1.090 1.106 0.115 0.186 -0.109 0.188
N -0.391 -2.592 -0.742 -0.019 -0.141 0.225 -0.827
H 0.021 1.490 -1.523 -0.073 0.052 -0.016 0.353
C 0.814 0.921 0.922 0.061 0.146 -0.333 -0.430
H -1.575 1.728 -1.241 0.002 -0.040 -0.080 0.362
H -0.013 -3.137 -1.505 0.024 -0.019 0.022 0.361
H 1.433 0.067 -1.702 0.090 0.399 -0.340 0.192
N -0.654 1.766 -0.821 -0.021 0.161 -0.262 -0.845
H -1.390 2.467 1.560 0.040 0.176 0.095 0.220
H 0.758 0.887 2.013 0.039 0.063 -0.043 0.208
N -1.042 -0.468 -0.021 -0.063 0.020 0.186 -0.654
H 0.098 -2.862 0.108 0.013 -0.057 -0.119 0.345
H 1.899 -1.553 -1.280 -0.053 0.030 -0.062 0.212
```
Positions in Å, forces in eV/Å.

Frontier orbital gap ... 9.5 eV
E_LUMO ... 0.97 eV
Energy above the lowest of the compared OMol25 structures with the same formula, charge and spin ... 1.6 kcal/mol
F_max ... 0.0118 hartree/bohr